# 1
{
  "formula": "C20H38O18",
  "method": "the ωB97M-V functional and the def2-TZVPD basis",
  "species": ["C", "C", "O", "C", "O", "O", "H", "H", "H", "H", "C", "O", "C", "O", "O", "C", "H", "H", "H", "H", "H", "H", "C", "O", "C", "O", "O", "C", "H", "H", "H", "H", "H", "H", "C", "O", "C", "O", "O", "C", "H", "H", "H", "H", "H", "H", "C", "C", "O", "C", "O", "O", "C", "H", "H", "H", "H", "H", "H", "H", "H", "C", "C", "O", "C", "O", "O", "C", "H", "H", "H", "H", "H", "H", "H", "H"],
  "coordinates": [[0.224, 0.598, -2.190], [-1.030, 0.032, -1.420], [-0.482, -0.161, -0.067], [0.825, 0.315, -0.032], [1.557, 0.311, 0.926], [1.109, 0.998, -1.195], [-0.073, 1.520, -2.690], [0.762, -0.129, -2.797], [-1.420, -0.909, -1.807], [-1.865, 0.723, -1.299], [1.426, -1.849, -3.878], [0.193, -1.724, -3.119], [-0.629, -2.725, -2.994], [-0.485, -3.871, -3.444], [-1.766, -2.289, -2.483], [-2.783, -3.313, -2.208], [2.019, -0.937, -3.812], [1.101, -1.828, -4.918], [2.021, -2.734, -3.652], [-2.267, -3.914, -1.459], [-3.051, -3.987, -3.022], [-3.730, -2.941, -1.816], [7.142, 2.160, 1.913], [5.811, 1.887, 1.673], [5.480, 0.612, 1.755], [6.118, -0.323, 2.087], [4.180, 0.531, 1.505], [3.643, -0.716, 1.154], [7.580, 2.495, 0.972], [7.799, 1.338, 2.196], [7.367, 2.906, 2.675], [4.083, -1.101, 0.234], [2.614, -0.450, 0.912], [3.677, -1.456, 1.953], [-4.317, 2.056, 0.109], [-4.836, 0.847, -0.445], [-4.094, 0.056, -1.297], [-2.975, 0.276, -1.659], [-4.791, -1.016, -1.761], [-4.384, -1.792, -2.796], [-3.601, 1.650, 0.823], [-5.017, 2.842, 0.392], [-3.692, 2.473, -0.680], [-4.607, -1.460, -3.810], [-4.902, -2.749, -2.730], [-3.301, -1.862, -2.696], [-4.248, -2.207, 0.254], [-3.361, -2.874, 1.431], [-2.072, -2.301, 1.623], [-1.083, -2.480, 0.740], [-1.063, -3.118, -0.296], [-0.012, -1.938, 1.234], [1.215, -2.284, 0.622], [-3.689, -2.407, -0.660], [-4.223, -1.132, 0.430], [-5.246, -2.644, 0.241], [-3.277, -3.946, 1.253], [-3.785, -2.842, 2.435], [2.020, -1.552, 0.685], [1.205, -2.411, -0.461], [1.541, -3.238, 1.036], [0.655, 2.632, 0.077], [0.240, 3.499, 1.229], [1.349, 3.802, 1.992], [1.263, 4.059, 3.203], [0.317, 3.898, 3.983], [2.465, 4.583, 3.537], [2.836, 5.003, 4.877], [1.516, 2.875, -0.546], [-0.166, 2.545, -0.635], [0.896, 1.603, 0.346], [-0.549, 2.999, 1.790], [-0.179, 4.422, 0.828], [3.847, 5.400, 4.792], [2.822, 4.050, 5.406], [2.135, 5.614, 5.446]],
  "homo_lumo_gap_ev": 9.4
}

# 2
{
  "formula": "C22H44N3O2P3Pb",
  "method": "the ωB97M-V functional and the def2-TZVPD basis",
  "species": ["Pb", "P", "P", "P", "H", "C", "C", "H", "C", "C", "C", "C", "C", "C", "C", "C", "C", "H", "H", "H", "H", "H", "H", "H", "H", "H", "H", "H", "H", "H", "H", "H", "H", "H", "H", "H", "H", "H", "H", "H", "H", "H", "H", "H", "H", "H", "C", "C", "C", "C", "C", "C", "O", "H", "H", "H", "H", "H", "H", "C", "N", "C", "C", "C", "N", "C", "O", "N", "H", "H", "H", "H", "H", "H", "H"],
  "coordinates": [[-1.450, 0.078, -1.132], [1.643, 0.875, 0.189], [-0.934, 3.612, -1.722], [1.413, -0.234, -2.359], [-1.290, -4.211, -0.397], [-0.337, -4.711, -0.204], [0.543, -4.154, 0.640], [0.299, -3.243, 1.195], [0.884, 1.362, 1.787], [2.883, 2.228, 0.049], [2.691, -0.501, 0.808], [-2.169, 2.984, -2.874], [-1.532, 5.161, -1.045], [0.630, 3.887, -2.551], [1.543, -2.047, -2.135], [3.137, 0.212, -2.805], [0.622, -0.197, -4.015], [-0.162, -5.671, -0.698], [1.530, -4.598, 0.826], [0.593, 0.470, 2.356], [-0.002, 1.988, 1.630], [1.620, 1.928, 2.375], [2.365, 3.185, -0.105], [3.574, 2.061, -0.785], [3.449, 2.274, 0.989], [2.063, -1.381, 1.001], [3.154, -0.179, 1.751], [3.481, -0.771, 0.096], [-2.347, 3.749, -3.645], [-3.117, 2.795, -2.348], [-1.844, 2.059, -3.377], [-1.270, 5.979, -1.730], [-1.067, 5.349, -0.069], [-2.624, 5.130, -0.928], [0.453, 4.433, -3.490], [1.136, 2.938, -2.781], [1.288, 4.492, -1.911], [2.029, -2.469, -3.025], [0.547, -2.496, -2.024], [2.130, -2.298, -1.245], [3.364, -0.265, -3.769], [3.856, -0.134, -2.049], [3.225, 1.302, -2.917], [1.377, -0.492, -4.757], [0.275, 0.819, -4.254], [-0.227, -0.892, -4.087], [-2.294, -2.410, -2.930], [-3.087, -1.635, -3.823], [-3.021, -1.884, -5.183], [-2.272, -2.962, -5.675], [-1.608, -3.816, -4.786], [-1.643, -3.571, -3.421], [-2.059, -2.013, -1.691], [-0.730, 2.692, -0.643], [-3.683, -0.819, -3.415], [-3.576, -1.243, -5.870], [-2.219, -3.150, -6.750], [-1.061, -4.687, -5.152], [-1.131, -4.207, -2.697], [-2.153, -2.244, 3.208], [-2.532, -0.861, 2.898], [-3.130, -0.047, 3.825], [-3.438, 1.237, 3.478], [-3.170, 1.656, 2.156], [-2.596, 0.840, 1.255], [-2.186, -0.369, 1.680], [-1.443, -1.080, 0.911], [-3.412, 2.912, 1.732], [-2.530, -2.925, 2.437], [-2.589, -2.495, 4.176], [-1.063, -2.347, 3.253], [-3.306, -0.506, 4.798], [-3.876, 1.935, 4.182], [-3.898, 3.576, 2.318], [-3.237, 3.158, 0.762]],
  "de_lowest_kj_mol": 0.00,
  "homo_lumo_gap_ev": [5.4, 5.6],
  "total_charge": 4
}

# 3
{
  "formula": "H18O9",
  "method": "the ωB97M-V functional and the def2-TZVPD basis",
  "species": ["O", "H", "H", "O", "H", "H", "O", "H", "H", "O", "H", "H", "O", "H", "H", "O", "H", "H", "O", "H", "H", "O", "H", "H", "O", "H", "H"],
  "coordinates": [[-1.852, -0.299, 0.524], [-1.880, -1.050, -0.079], [-0.922, -0.227, 0.767], [2.082, -3.007, -2.355], [1.172, -3.160, -2.632], [1.996, -2.578, -1.496], [-1.153, 1.723, -1.340], [-0.848, 1.156, -2.056], [-1.260, 2.587, -1.754], [-0.179, 0.801, 3.636], [-0.749, 1.048, 4.372], [-0.579, -0.005, 3.289], [2.983, -0.198, 0.483], [3.431, -0.468, -0.326], [2.146, -0.674, 0.459], [-0.951, 4.062, -0.432], [-1.345, 4.344, -1.266], [-0.151, 4.595, -0.359], [-0.592, -1.211, -3.276], [0.081, -1.901, -3.268], [-1.118, -1.405, -4.060], [-1.066, 1.929, 2.516], [-1.996, 2.102, 2.701], [-0.971, 2.132, 1.579], [0.877, -3.519, 1.587], [1.506, -4.101, 1.145], [1.338, -2.675, 1.642]],
  "smiles": "O.O.O.O.O.O.O.O.O",
  "de_lowest_kj_mol": 611.58,
  "homo_lumo_gap_ev": 7.4
}

# 4
{
  "formula": "CH2NOS2",
  "method": "the ωB97M-V functional and the def2-TZVPD basis",
  "species": ["O", "C", "S", "N", "S", "H", "H"],
  "coordinates": [[1.537, -0.212, 0.635], [0.551, -0.749, 0.080], [0.313, -2.365, -0.422], [-0.471, 0.165, -0.508], [-0.512, 1.764, -0.250], [-1.423, -0.316, -0.587], [0.005, 1.712, 1.053]],
  "smiles": "[O-]C(=S)NS",
  "de_lowest_kj_mol": 26.24,
  "homo_lumo_gap_ev": 7.0,
  "total_charge": -1
}

# 5
{
  "formula": "C4H2O4",
  "method": "the ωB97M-V functional and the def2-TZVPD basis",
  "species": ["O", "C", "C", "O", "C", "O", "C", "O", "H", "H"],
  "coordinates": [[1.687, 2.064, 0.091], [0.897, 1.178, 0.129], [0.670, -0.223, 0.212], [1.386, -1.158, 0.822], [-0.672, -0.225, -0.205], [-1.396, -1.173, -0.781], [-0.887, 1.181, -0.170], [-1.669, 2.074, -0.162], [0.805, -1.843, 1.190], [-0.821, -1.876, -1.126]],
  "smiles": "O=c1c(O)c(O)c1=O",
  "de_lowest_kj_mol": 156.96,
  "homo_lumo_gap_ev": 8.2
}